No. 1
Entry from the Open Molecules 2025 dataset: an isolated ion of composition C4H12NS2 and charge +1 (the ωB97M-V functional and the def2-TZVPD basis).

As for the SMILES: CCSSCC[NH3+]. As for the total charge: +1. The calculation puts the lowest unoccupied orbital energy at -0.1320 Ha.

Each line ends with the Löwdin charge.
Geometry (Å):
C -1.26091 2.06412 1.68342  -0.176
C -0.38689 0.83338 1.90812  -0.549
S -1.22751 -0.60275 1.13909  0.487
S 0.12280 -2.04434 0.90524  0.533
C 1.31664 -1.28055 -0.24183  -0.518
C 0.87404 -1.46905 -1.67875  -0.201
N -0.13122 -0.38961 -2.08879  0.192
H -2.00632 2.19133 2.46510  0.080
H -1.80271 2.08198 0.73307  0.058
H -0.66566 2.97752 1.63745  0.080
H -0.28120 0.67517 2.97213  0.076
H 0.59013 1.03073 1.47153  0.059
H 1.49368 -0.22235 -0.05328  0.069
H 2.29101 -1.74891 -0.10944  0.093
H 1.68244 -1.31266 -2.39482  0.132
H 0.46262 -2.43678 -1.87506  0.117
H -0.00388 0.41753 -1.47591  0.143
H 0.03039 -0.07213 -3.04313  0.170
H -1.09746 -0.69264 -1.95412  0.154

***

No. 2
Entry from the Open Molecules 2025 dataset: an isolated ion of composition C4H9N2O2 and charge +1 (the ωB97M-V functional and the def2-TZVPD basis).

As for the SMILES: OC1(O)CNC=[NH+]C1. As for the total charge: +1. The calculation puts the lowest unoccupied orbital energy at -0.1254 Ha.

Each line ends with the Löwdin charge.
Geometry (Å):
O -1.07541 0.03833 1.44737  0.084
C -1.06323 0.07065 0.09203  -0.688
O -2.20353 -0.07857 -0.48254  0.099
C -0.30200 1.35636 -0.21951  -0.056
N 1.12988 1.38304 0.12960  0.108
C 1.76248 0.24131 0.22098  -0.088
N 1.28308 -0.94900 0.01680  0.109
C -0.05440 -1.20250 -0.47454  -0.017
H -1.74359 -0.62714 1.66429  0.140
H -2.39712 0.57349 -1.26470  0.206
H -0.45183 1.73208 -1.27516  0.164
H -0.76930 1.99447 0.51412  0.141
H 1.59651 2.23353 -0.23270  0.191
H 2.77291 0.36354 0.55926  0.166
H 1.75991 -1.75838 0.34235  0.162
H -0.58695 -2.16181 -0.15248  0.158
H -0.25056 -1.24352 -1.54017  0.121

***

No. 3
Entry from the Open Molecules 2025 dataset: C25H34N2O8Ti as an isolated structure (the ωB97M-V functional and the def2-TZVPD basis).

As for the total charge: -2. The multiplicity is 3. The expectation value of S² is 2.044. The calculation puts the lowest unoccupied orbital energy (spin up / spin down) at 0.1776 / 0.1772 Ha.

Each line ends with the Löwdin charge.
Geometry (Å):
Ti -0.48642 0.68201 -0.60943  1.059
C -1.19554 1.42631 2.97449  -0.098
O -0.21109 1.79558 2.05939  -0.214
C 0.89945 2.37871 2.67097  -0.200
C 1.79132 2.94409 1.55851  -0.168
O 1.97286 2.05797 0.49097  -0.164
C 3.07383 1.20589 0.44971  -0.193
C 3.14342 0.10930 1.52655  -0.212
O 1.85393 -0.36814 1.75277  -0.200
C 1.81007 -1.56195 2.47292  -0.102
H -2.00166 0.98448 2.39285  0.076
H -0.81223 0.68979 3.70189  0.095
H -1.56474 2.30964 3.52514  0.096
H 1.42697 1.63533 3.29814  0.118
H 0.57828 3.21619 3.32123  0.128
H 2.75521 3.28655 1.97885  0.125
H 1.23692 3.78070 1.11581  0.114
H 4.02038 1.78590 0.47212  0.123
H 2.91319 0.71671 -0.52030  0.092
H 3.58819 0.48888 2.47462  0.116
H 3.80409 -0.69588 1.15507  0.124
H 2.32496 -1.46409 3.44887  0.086
H 2.26764 -2.39214 1.91353  0.096
H 0.75354 -1.78015 2.62481  0.082
O -3.88629 -1.56488 -1.55351  -0.012
C -3.04143 -0.69155 -1.30847  -0.603
O -1.82972 -0.67821 -1.68766  -0.081
C -3.43328 0.56440 -0.53994  -0.203
C -4.67890 0.93862 -0.09791  -0.047
C -4.81907 2.20644 0.54343  -0.130
C -3.71235 3.04072 0.62472  -0.055
C -2.48730 2.60929 0.14317  -0.213
N -2.35099 1.33941 -0.37960  -0.022
C -1.21038 3.32495 0.01914  -0.594
O -1.01800 4.46730 0.50120  -0.029
O -0.33821 2.66467 -0.67000  -0.134
H -5.53207 0.28919 -0.24668  0.093
H -5.78502 2.52379 0.92259  0.064
H -3.77889 4.03962 1.04510  0.102
C -2.13307 -2.14237 1.82768  -0.021
C -0.98290 -1.86307 0.86134  -0.394
O -0.63145 -0.61928 0.74698  -0.186
C -0.35414 -2.94344 0.21491  -0.175
C 0.66119 -2.72057 -0.76437  -0.023
C 1.30500 -3.77160 -1.36046  -0.115
C 0.99207 -5.10064 -1.03906  -0.145
C -0.00343 -5.33873 -0.09407  -0.147
C -0.66162 -4.30372 0.51871  -0.056
H -2.51187 -1.19380 2.20443  0.064
H -1.82629 -2.75869 2.68096  0.067
H -2.94377 -2.65339 1.30811  0.081
H 0.86608 -1.68222 -1.02491  0.072
H 2.07033 -3.58398 -2.10953  0.082
H 1.49544 -5.92755 -1.53001  0.071
H -0.25931 -6.36588 0.15970  0.082
H -1.42534 -4.52867 1.25103  0.085
C 2.61475 -0.21975 -3.26985  -0.065
C 1.31552 0.58814 -2.96996  -0.725
C 0.22321 0.13692 -3.97824  -0.060
C 1.61068 2.09581 -3.21560  -0.056
N 0.88995 0.38855 -1.65161  -0.124
H 2.92760 -0.10379 -4.30963  0.061
H 2.43813 -1.27258 -3.06449  0.053
H 3.41671 0.12617 -2.61796  0.054
H 0.53834 0.28176 -5.01646  0.062
H -0.67919 0.71643 -3.77376  0.074
H -0.00956 -0.91149 -3.80128  0.073
H 1.82381 2.30660 -4.26702  0.062
H 2.45294 2.40182 -2.59803  0.067
H 0.73946 2.65762 -2.88260  0.064

***

No. 4
Entry from the Open Molecules 2025 dataset: a 14-piece molecular cluster, C5H38N2O14 overall (the ωB97M-V functional and the def2-TZVPD basis).

The calculation puts the lowest unoccupied orbital energy at 0.0019 Ha.

Each line ends with the Löwdin charge.
Geometry (Å):
C -2.87694 -1.12398 -0.48748  -0.133
O -3.17885 0.27210 -0.84165  -0.114
C -1.39529 -1.41036 -0.74997  -0.370
C -0.56191 -1.12133 0.53659  -0.121
C 0.37652 0.08246 0.36355  -0.115
C 0.35220 1.15223 1.14949  -0.242
N 1.30524 2.15546 1.21612  0.073
N -1.25582 -2.76017 -1.29336  0.046
H -3.10159 -1.09325 0.57259  0.117
H -3.52710 -1.69409 -1.14303  0.120
H -1.03628 -0.75093 -1.51499  0.074
H -1.19644 -0.84362 1.37971  0.101
H 0.12362 -1.95087 0.68744  0.082
H 1.06436 -0.10601 -0.43805  0.094
H -0.42138 1.37177 1.86801  0.083
H 1.06171 2.91894 1.82972  0.073
H 1.66037 2.41164 0.30480  0.078
H -0.28445 -2.95653 -1.48381  0.041
H -2.90077 0.39962 -1.75845  0.078
H -1.62292 -3.46895 -0.67102  0.081
H -0.72960 1.55791 3.52297  -0.016
H -0.73512 0.92554 4.90270  0.024
O -0.80898 1.77725 4.45340  -0.056
H -0.59567 3.35199 3.40971  0.013
H -1.35531 3.33499 2.09344  0.015
O -0.67515 3.82816 2.56838  -0.053
H 2.87587 -2.30965 -0.78127  0.010
H 2.43505 -3.75338 -0.21232  0.042
O 2.24335 -2.81994 -0.25601  -0.042
H -0.83285 2.45639 -0.61414  -0.016
H -0.56291 3.55313 -1.74522  0.057
O -0.37018 3.25512 -0.85406  -0.023
H -3.73926 1.40796 0.69222  0.031
H -2.57333 2.00731 0.29366  -0.002
O -3.15764 2.09879 1.05770  -0.062
H -0.81161 -1.67869 -3.69182  0.014
H -2.33608 -1.73299 -4.01527  0.065
O -1.64332 -1.18641 -3.64112  -0.058
H 1.75273 -1.54709 2.05475  0.019
H 1.33191 -0.31812 2.89093  0.015
O 1.94897 -1.05585 2.85993  -0.047
H 3.42707 0.13290 1.71295  0.022
H 3.11778 1.20849 0.59258  0.011
O 3.64573 0.43197 0.82649  -0.057
H -0.89016 1.05821 -1.84503  -0.002
H -0.53380 0.44488 -3.38439  0.054
O -0.57219 1.15851 -2.73591  -0.050
H 0.16022 -1.44407 4.66717  0.047
H -1.24670 -1.62901 4.08105  0.061
O -0.57656 -0.97290 4.29101  -0.039
H 3.05778 -0.07492 -2.43389  0.016
H 3.70253 -0.35468 -1.03474  -0.003
O 3.55517 -0.73229 -1.91030  -0.083
H 1.07238 1.31256 -2.19500  -0.011
H 2.25414 2.14046 -2.84644  0.065
O 2.02317 1.50726 -2.16364  -0.061
H 1.73951 -2.44268 -3.15424  0.038
H 0.89353 -3.65952 -3.39313  0.053
O 0.92527 -2.72172 -3.58937  -0.037

***

No. 5
Entry from the Open Molecules 2025 dataset: a 2-piece molecular cluster, C6H8S2 overall (the ωB97M-V functional and the def2-TZVPD basis).

The calculation puts the lowest unoccupied orbital energy at -0.0158 Ha.

Each line ends with the Löwdin charge.
Geometry (Å):
C 0.45907 1.22019 -0.29488  -0.663
C -0.67787 0.59239 0.61587  -0.247
C -1.70191 -0.46831 -0.02266  0.031
C -0.87986 -1.59541 -0.16674  -0.104
C 0.54964 -1.33261 0.01470  -0.225
C 0.58976 0.01201 0.69918  -0.856
H -0.57383 1.53098 -2.08450  -0.152
H 0.80809 2.25682 -0.17978  0.076
H -1.24201 1.24968 1.14975  0.102
H -2.70556 -0.34881 -0.08953  0.055
H -1.42809 -2.54865 -0.27582  0.110
H 0.87630 -2.16647 0.75840  0.152
H 1.09858 -1.32786 -0.89806  0.074
H 2.54760 1.65324 0.77346  0.115
S 0.46927 0.84427 -1.94883  0.834
S 1.81083 0.42855 1.94946  0.698

***

No. 6
Entry from the Open Molecules 2025 dataset: C5H12NO as an isolated structure (the ωB97M-V functional and the def2-TZVPD basis).

As for the total charge: -1. The calculation puts the lowest unoccupied orbital energy at 0.1365 Ha.

Each line ends with the Löwdin charge.
Geometry (Å):
C -0.73356 -0.63763 1.87328  -0.040
C -0.37482 -0.42226 0.28907  -0.413
C -0.54890 0.97825 -0.31145  -0.262
C 0.50542 1.37946 -1.30085  -0.171
N -1.99637 -1.03974 -0.33094  0.076
C -0.71322 -1.57823 -0.57512  -0.324
O 2.81236 0.34180 -0.26590  -0.562
H -0.29501 -0.06902 2.64868  0.050
H -0.59277 -1.59563 2.18066  0.016
H -1.82592 -0.65307 1.78061  0.049
H 0.76328 -0.39902 0.28410  0.148
H -0.47530 1.73419 0.51609  0.112
H -1.56695 1.19112 -0.83077  0.111
H 0.05233 1.59873 -2.29074  0.063
H 1.10121 2.29711 -1.25642  0.066
H 1.23249 0.61320 -1.27565  -0.010
H 3.34391 0.21153 0.58216  -0.132
H -0.43683 -2.57121 -0.15420  0.110
H -0.25134 -1.37959 -1.56258  0.112

***

Record order is preserved below.
Relative energy (zero: lowest compared OMol25 entry of this formula, charge and spin): 35.5 121.7 46.6 481.1 493.3 589.4 kJ/mol